Entry 1:
This record from the OMol25 dataset describes a structure of composition C2H5OS in a non-equilibrium geometry. The level of theory is ωB97M-V/def2-TZVPD.

Structure (XYZ):
```
9
Properties=species:S:1:pos:R:3:forces:R:3
S 2.3422 0.1712 1.2302 1.0 -0.3 0.1
H 3.1412 0.9919 0.5012 -0.4 -0.2 0.1
C -0.9377 -0.9444 -0.6440 0.0 0.0 -0.4
C -1.0992 0.3039 -0.1908 -0.1 0.6 0.7
O -0.3043 1.0291 0.6085 0.2 -1.4 -0.8
H -1.7280 -1.3635 -1.2441 -0.2 0.0 -0.2
H -0.0310 -1.5266 -0.5625 0.1 0.1 0.4
H -2.0120 0.8581 -0.4314 0.0 -0.2 0.0
H 0.6287 0.4801 0.7330 -0.7 1.4 0.1
```
Positions in Å, forces in eV/Å.

As for the molar mass: 77.128 g mol⁻¹. The net charge is -1. The value obtained for the strongest force on any atom is 1.6 eV/Å. The energy above the lowest of the compared OMol25 structures with the same formula, charge and spin comes out at 31.3 kJ/mol. The electronic energy is -552.64544 a.u. For the highest occupied orbital energy, the calculation gives -3.31 eV. The LUMO energy is 0.1599 Ha. The multiplicity is 1.

Entry 2:
This record from the OMol25 dataset describes a structure of composition C2H5OYb in a non-equilibrium geometry. The level of theory is ωB97M-V/def2-TZVPD.

Structure (XYZ):
```
9
Properties=species:S:1:pos:R:3:forces:R:3
C -1.5082 0.3836 0.0749 -2.3 0.6 -0.5
C -2.3230 -0.9368 0.0407 -0.4 -0.2 1.2
H -2.4365 0.9719 0.2704 -1.0 0.4 -0.7
H -1.2132 1.4436 0.2754 1.6 -1.1 0.5
H -3.3084 -0.8034 0.5215 0.4 0.4 -0.1
H -1.9124 -1.7488 0.6602 0.6 0.1 -0.8
Yb 1.0819 0.1961 -1.3390 -1.1 -0.3 2.0
O 0.2885 -0.1740 0.6826 1.5 0.1 -1.8
H -2.6429 -1.2269 -0.9724 0.7 0.0 0.1
```
Positions in Å, forces in eV/Å.

As for the molar mass: 218.101 g mol⁻¹. The net charge is +1. The value obtained for the strongest force on any atom is 2.4 eV/Å. The energy above the lowest of the compared OMol25 structures with the same formula, charge and spin comes out at 272.8 kJ/mol. The electronic energy is -1312.59035 a.u. As for the expectation value of S²: 2.017. For the highest occupied orbital energy (spin up / spin down), the calculation gives -11.54 / -13.10 eV. The LUMO energy (spin up / spin down) is -0.2110 / -0.2116 Ha. The multiplicity is 3.

Entry 3:
This record from the OMol25 dataset describes a cluster of 2 separate species, C2H5P in total in a non-equilibrium geometry. The level of theory is ωB97M-V/def2-TZVPD.

Structure (XYZ):
```
8
Properties=species:S:1:pos:R:3:forces:R:3
C -1.0756 -0.8917 -0.3765 -1.6 -2.0 1.3
C 0.6006 0.9194 0.3290 5.8 -2.8 0.9
P -0.8200 0.0660 0.9409 -0.9 0.2 -0.4
H -1.9871 -1.5260 -0.3338 0.4 0.6 0.0
H -0.3341 -1.4084 -0.9433 0.7 0.6 -1.0
H 1.1139 1.6842 0.8635 -0.3 0.8 0.7
H 1.8216 0.0742 0.2042 -3.4 1.8 0.8
H 0.6807 1.0822 -0.6841 -0.7 0.8 -2.2
```
Positions in Å, forces in eV/Å.

As for the molar mass: 60.036 g mol⁻¹. The value obtained for the strongest force on any atom is 6.5 eV/Å. The energy above the lowest of the compared OMol25 structures with the same formula, charge and spin comes out at 186.7 kJ/mol. The electronic energy is -420.43347 a.u. For the highest occupied orbital energy, the calculation gives -9.01 eV. The LUMO energy is -0.0030 Ha. The multiplicity is 1.

Entry 4:
This record from the OMol25 dataset describes the molecule C2H5P in a non-equilibrium geometry. The level of theory is ωB97M-V/def2-TZVPD.

Structure (XYZ):
```
8
Properties=species:S:1:pos:R:3:forces:R:3
C 1.5228 0.7198 -0.6962 -3.5 -0.3 0.6
P 1.1825 -0.5303 0.3750 0.7 0.8 -1.2
C -0.5039 -1.0078 -0.0898 0.0 1.0 -0.4
H 2.4767 1.1138 -0.6025 1.7 1.0 -0.2
H 0.6810 1.3207 -1.2243 1.8 -1.3 0.5
H -0.7702 -1.7516 0.5592 -0.7 -2.2 1.9
H -1.2803 -0.2777 0.0720 -0.1 0.7 -0.4
H -0.5657 -1.4859 -1.0460 0.1 0.2 -0.8
```
Positions in Å, forces in eV/Å.

As for the molar mass: 60.036 g mol⁻¹. The SMILES is C=PC. The value obtained for the strongest force on any atom is 3.5 eV/Å. The energy above the lowest of the compared OMol25 structures with the same formula, charge and spin comes out at 31.7 kJ/mol. The electronic energy is -420.49249 a.u. For the highest occupied orbital energy, the calculation gives -9.27 eV. The LUMO energy is 0.0121 Ha. The multiplicity is 1.

> Among the records above, which one has the highest electronic energy?

number 3